Entry 1:
This record from the OMol25 dataset describes a structure of composition C15H31As2BeF13O9 in a non-equilibrium geometry. The level of theory is ωB97M-V/def2-TZVPD.

Last column: Löwdin charge in e.
Cartesian coordinates (Å):
1 Be 1.43447 -14.51121 -9.53341  0.168
2 As 2.91518 -16.53004 -4.46496  1.048
3 F 2.15081 -16.07589 -2.96014  -0.201
4 F 1.73711 -15.80059 -5.43656  -0.196
5 F 3.92873 -16.95435 -5.79965  -0.192
6 F 1.65190 -14.64129 -10.98173  -0.205
7 F 2.26009 -18.09992 -4.31871  -0.168
8 F 3.84428 -15.07231 -4.37998  -0.200
9 As -1.79889 -12.97792 -12.93071  0.786
10 F -3.29071 -12.72554 -13.73320  -0.236
11 F -2.52346 -14.13213 -11.89388  -0.236
12 F -0.22527 -13.22879 -11.95868  -0.287
13 F -1.02706 -11.72175 -13.77365  -0.233
14 F -2.34913 -11.66461 -11.83421  -0.298
15 F -1.29788 -14.16206 -14.12828  -0.252
16 C -1.53507 -17.05804 -12.92213  -0.008
17 C -2.53162 -17.04271 -11.74503  -0.336
18 O -1.68973 -17.12597 -10.64641  0.101
19 C -0.47934 -17.75660 -11.02041  -0.540
20 O 0.28848 -18.22369 -10.25277  0.166
21 O -0.40302 -17.72057 -12.32488  0.105
22 F -3.33534 -18.12604 -11.75447  0.067
23 H -1.36826 -16.08208 -13.33576  0.095
24 H -1.83926 -17.65238 -13.77813  0.141
25 H -3.19135 -16.19213 -11.78585  0.144
26 C 3.65557 -16.10445 -8.72828  0.023
27 O 2.82317 -14.92411 -8.59825  -0.200
28 C 3.11885 -14.21918 -7.38095  -0.142
29 C 4.29947 -13.23507 -7.64283  -0.163
30 O 4.19572 -12.69351 -8.91395  -0.136
31 C 5.28412 -12.76798 -9.75269  -0.209
32 C 5.29356 -11.91347 -11.02740  -0.183
33 O 4.15779 -11.94789 -11.86973  -0.196
34 C 3.81797 -13.12984 -12.61985  -0.076
35 H 4.58981 -15.81482 -8.28298  0.091
36 H 3.80850 -16.17312 -9.83331  0.124
37 H 3.06675 -16.94354 -8.35609  0.104
38 H 3.34684 -14.83051 -6.53844  0.054
39 H 2.19555 -13.66044 -7.07948  0.138
40 H 5.25834 -13.76729 -7.44465  0.136
41 H 4.21474 -12.48364 -6.84055  0.138
42 H 5.44764 -13.85187 -10.02338  0.133
43 H 6.22828 -12.55157 -9.15074  0.145
44 H 6.23376 -12.17381 -11.48491  0.121
45 H 5.28388 -10.89909 -10.64343  0.125
46 H 2.95054 -12.86071 -13.17257  0.075
47 H 3.51781 -14.02565 -11.98618  0.082
48 H 4.62142 -13.44164 -13.38719  0.110
49 C 0.38298 -8.67237 -9.74055  -0.096
50 O 0.97101 -9.48972 -8.75326  -0.175
51 C 1.90463 -10.44513 -9.16231  -0.192
52 C 1.56535 -11.70888 -9.94132  -0.102
53 O 0.94235 -12.79844 -9.18983  -0.140
54 C -0.53231 -12.68029 -9.07801  -0.064
55 C -1.04899 -14.10103 -9.03412  -0.049
56 O 0.07004 -14.98714 -8.70717  -0.188
57 C 0.12230 -15.50842 -7.45167  -0.083
58 H -0.24540 -7.87587 -9.37998  0.079
59 H -0.29506 -9.21627 -10.43943  0.100
60 H 1.18034 -8.14506 -10.26095  0.087
61 H 2.43184 -10.72898 -8.25450  0.122
62 H 2.61270 -9.91032 -9.83657  0.140
63 H 2.44543 -12.10382 -10.39250  0.092
64 H 0.84199 -11.36913 -10.64902  0.115
65 H -1.02423 -12.09198 -9.88976  0.124
66 H -0.70652 -12.11603 -8.12971  0.147
67 H -1.47777 -14.40758 -9.95211  0.095
68 H -1.71574 -14.34994 -8.23504  0.129
69 H -0.88310 -15.87663 -7.12543  0.131
70 H 0.45402 -14.80513 -6.69144  0.088
71 H 0.73137 -16.41462 -7.56756  0.112

For the HOMO energy, the calculation gives -0.361 Ha.



Entry 2:
This record from the OMol25 dataset describes an isolated molecule of C8H16O8S2 in a non-equilibrium geometry. The level of theory is ωB97M-V/def2-TZVPD.

Last column: Löwdin charge in e.
Cartesian coordinates (Å):
1 C 3.27831 2.13529 -0.32073  -0.072
2 O 2.91320 1.26245 0.74988  -0.176
3 C 1.56238 0.84365 0.71540  -0.132
4 C 1.40906 -0.57514 0.17502  -0.415
5 C 0.10937 -1.13583 0.85286  -0.102
6 C -1.13152 -0.73532 0.05037  -0.192
7 C -2.40570 -0.75115 0.89316  -0.200
8 C -3.54769 -0.11791 0.06296  -0.201
9 S -3.45839 1.66817 0.10082  0.572
10 O -4.74564 2.20158 -0.14062  -0.271
11 O -2.80225 2.13039 1.27321  -0.278
12 O -2.53318 2.02763 -1.15244  -0.161
13 C 2.64056 -1.41851 0.32124  -0.099
14 O 2.50861 -2.55951 -0.55538  -0.151
15 S 1.38880 -2.20992 -1.64335  0.606
16 O 1.78150 -2.27752 -2.99414  -0.204
17 O 0.27584 -3.04459 -1.36864  -0.223
18 O 1.20855 -0.66104 -1.26660  -0.132
19 H 3.22944 3.16983 0.01655  0.088
20 H 4.30496 1.90941 -0.59266  0.090
21 H 2.62440 2.01804 -1.17973  0.089
22 H 1.20429 0.91262 1.73500  0.139
23 H 0.94261 1.50865 0.11130  0.139
24 H 0.16460 -2.21753 0.93170  0.120
25 H 0.01858 -0.76402 1.86793  0.119
26 H -1.28262 -1.34904 -0.82762  0.110
27 H -0.99914 0.29906 -0.25371  0.096
28 H -2.29245 -0.17298 1.80414  0.105
29 H -2.73674 -1.76578 1.09728  0.122
30 H -3.35023 -0.38705 -0.97112  0.107
31 H -4.52304 -0.44996 0.38734  0.110
32 H -2.20301 2.93378 -1.01998  0.106
33 H 3.02666 -1.58679 1.31734  0.156
34 H 3.41988 -0.84096 -0.17679  0.135

The structure (SMILES) is COC[C@]1(CCCCS(=O)(=O)O)COS(=O)(=O)O1. For the HOMO energy, the calculation gives -0.390 Ha.



no.,calculated total energy (Eh),HOMO-LUMO gap (eV),lowest unoccupied orbital energy (eV)
1,-7052.028069,6.07,-3.764
2,-1712.658349,10.91,0.294